A molecular structure, C28H21Br2MoN5S. Source: the Open Molecules 2025 dataset; level of theory: ωB97M-V/def2-TZVPD.

Its expectation value of S² is 2.03. The spin multiplicity is 3. The energy is -6967.29107 Ha. The charge is +2. The lowest unoccupied orbital energy (spin up / spin down) is -6.68 / -6.88 eV. The value obtained for the energy above the lowest of the compared OMol25 structures with the same formula, charge and spin is 5.30 kcal per mole.

```
58
Properties=species:S:1:pos:R:3:forces:R:3:lowdin_charge:R:1
H 4.87486 -0.50269 -3.60837 0.05 -0.02 -0.04 0.1299
C 2.76701 -0.23448 -3.54037 -0.07 0.01 0.06 -0.0438
H 0.39142 -2.21134 -2.29255 -0.06 -0.02 -0.04 0.1005
C -1.67815 0.23612 1.97124 0.18 -0.30 0.05 -0.5561
C -2.54600 2.49601 2.26124 0.08 0.00 -0.06 -0.3621
H 2.63761 -0.33730 -4.60772 -0.04 -0.01 -0.05 0.1182
H -3.07339 3.36185 2.62322 -0.03 0.09 0.02 0.0852
N -2.72538 -3.45469 -2.56351 0.03 -0.06 -0.02 0.1638
H 0.68224 0.14345 -3.20971 0.06 0.01 0.03 0.0918
Br 1.76167 0.58330 1.63703 -0.29 0.08 0.08 0.9779
C -1.23337 -1.15530 2.08012 -0.05 0.19 -0.04 -0.2982
H 0.81405 -2.99732 0.27755 -0.05 -0.02 0.05 0.1208
H 6.64307 -0.05206 0.77221 0.05 0.00 0.02 0.1220
C -2.65703 -1.36610 -1.40700 -0.01 -0.11 -0.04 -0.0518
H -2.84271 2.51754 -4.10220 -0.04 0.03 -0.04 0.1238
C 0.06852 3.03951 -1.71987 -0.14 0.09 -0.08 -0.7130
C 1.76385 0.14754 -1.35122 0.01 -0.01 0.11 -0.3115
C 0.13414 -2.76398 1.09020 0.02 -0.10 0.06 -0.1053
C -1.41579 -3.35807 -2.68619 0.22 0.01 -0.05 -0.0685
H 0.29889 -4.66103 2.05292 0.02 -0.04 0.01 0.1229
C -1.02382 -3.30558 3.09615 0.00 0.00 0.00 -0.0036
C 1.64643 0.03185 -2.71867 -0.03 -0.05 -0.13 -0.1351
C 4.00873 -0.32479 -2.98674 0.00 0.01 0.09 0.0100
C 4.19543 -0.15982 -1.59079 0.10 -0.02 -0.04 -0.1464
S -2.71060 1.01293 3.08607 -0.14 0.06 0.03 1.1163
C -1.72237 2.41211 1.17572 -0.08 -0.08 0.08 -0.1888
C 5.65663 -0.01684 0.33524 -0.12 0.02 0.06 -0.0338
H -2.23554 -1.72184 3.89215 -0.02 0.02 0.01 0.1186
C -3.36849 -2.47326 -1.92832 -0.13 0.18 0.12 -0.3389
H -3.14548 -0.56024 -0.86998 -0.01 -0.05 -0.01 0.1275
H -1.50467 3.26154 0.54704 0.02 0.01 -0.01 0.0904
H -0.90714 -4.16259 -3.20306 -0.02 -0.03 -0.02 0.1301
H 4.67748 0.40375 2.22721 0.01 0.00 0.06 0.1180
H -1.66255 4.73942 -4.05927 -0.01 0.03 -0.02 0.1317
C 5.48382 -0.21262 -1.00459 -0.05 0.01 0.01 0.0025
Mo -0.09936 0.04754 -0.41418 0.45 0.16 0.14 1.4747
H -5.24772 -1.86788 -1.34596 -0.02 0.00 0.01 0.1193
C 4.54401 0.23696 1.16882 0.04 -0.01 -0.15 -0.0767
Br 1.47570 3.31761 -0.52238 0.07 0.10 0.01 0.9112
C 3.06754 0.07594 -0.77299 -0.04 0.04 0.00 -0.2523
C -0.15188 -3.68142 2.07994 0.00 0.10 -0.07 -0.0160
N -0.55337 1.85565 -1.72945 0.01 -0.26 -0.03 -0.0967
C -2.01373 2.70737 -3.43837 0.08 -0.08 0.11 -0.0155
H 0.23167 5.03579 -2.47072 0.02 -0.01 0.00 0.1167
C -1.20910 1.09734 0.99173 -0.12 -0.09 0.05 -0.3921
H -5.16657 -3.37681 -2.18945 0.03 0.01 0.00 0.1298
C -0.30489 4.10100 -2.53724 0.12 -0.10 0.13 -0.0719
N -4.69800 -2.57550 -1.79771 -0.04 -0.01 0.00 0.1811
H -1.27155 -3.99796 3.88869 0.01 -0.04 0.00 0.1301
C 3.30792 0.26514 0.59869 0.10 -0.05 -0.08 -0.5715
C -0.68206 -2.28850 -2.19170 -0.30 -0.07 -0.05 -0.1150
C -1.58653 1.71256 -2.58850 -0.02 0.12 -0.07 -0.1149
N -0.39763 -1.53580 1.08732 -0.03 0.09 -0.17 -0.0925
N -1.33999 -1.29939 -1.55955 0.17 0.14 0.11 -0.1107
C -1.56915 -2.03448 3.10083 0.05 0.00 -0.06 0.0111
H -2.08153 0.75215 -2.59232 0.04 0.07 -0.01 0.0871
H 6.33554 -0.40521 -1.64177 0.04 0.00 -0.03 0.1277
C -1.35657 3.93102 -3.41090 -0.10 -0.05 -0.07 -0.0079
```
Positions in Å, forces in eV/Å.

A molecular structure, C28H21Cl2N4O5Os. Source: the Open Molecules 2025 dataset; level of theory: ωB97M-V/def2-TZVPD.

Its expectation value of S² is 6.07. The spin multiplicity is 5. The energy is -2685.01412 Ha. The charge is +1. The lowest unoccupied orbital energy (spin up / spin down) is -4.15 / -5.09 eV. The value obtained for the energy above the lowest of the compared OMol25 structures with the same formula, charge and spin is 178.23 kcal per mole.

```
61
Properties=species:S:1:pos:R:3:forces:R:3:lowdin_charge:R:1
H 0.61779 -3.79304 -1.31838 0.01 -0.08 0.01 0.1354
O 0.94930 1.43298 1.18179 -0.17 -0.52 -0.90 -0.4425
H 4.62488 -1.12146 -2.99839 0.00 0.00 -0.01 0.1176
O -1.29141 -0.52796 1.11338 0.24 -0.09 0.07 -0.2149
H -2.82139 3.77096 0.81853 0.02 0.00 -0.01 0.1208
H -2.48566 -3.92804 0.68121 -0.01 0.00 0.00 0.1292
H -4.21033 -0.55466 -1.33554 0.01 0.01 -0.01 0.1225
H -1.40683 3.06763 -0.75918 0.04 0.00 -0.02 0.1374
C 0.72838 3.03304 -4.07554 0.03 -0.02 -0.01 -0.0413
H 1.83794 -4.09100 1.46645 0.04 0.00 0.01 0.1438
N -0.36642 1.30972 -0.92317 -0.04 -0.31 -0.19 -0.0989
Cl 1.25686 1.49058 2.65683 -0.76 2.02 0.33 0.6775
Os 0.28492 -0.42450 -0.14561 0.13 -0.04 1.03 1.5391
N 0.88526 -2.60817 0.37864 -0.39 0.00 -0.07 -0.0492
C -2.88866 0.32613 2.55269 -0.07 0.03 0.13 0.0024
Cl -4.65052 3.88162 2.96896 0.00 -0.03 0.01 0.6896
H -0.21147 -1.77907 -2.23239 -0.05 -0.05 -0.05 0.1209
C -1.23535 2.08219 -0.33580 -0.08 -0.03 -0.01 -0.0407
C -2.15181 -0.95694 -1.79445 0.11 -0.08 -0.08 -0.0509
C -0.06643 2.71146 -2.95594 0.00 -0.01 0.01 0.0128
C 2.17317 -0.06643 2.61605 0.83 0.78 0.14 -0.3620
C 2.85476 -0.81342 -1.81920 0.01 -0.01 0.04 -0.0858
N 1.75635 -0.12581 -1.60041 -0.08 0.06 -0.01 -0.0540
H -0.96743 3.28141 -2.77528 0.00 0.00 0.00 0.1166
C 2.43339 -2.01867 1.98619 -0.09 -0.26 -0.07 -0.2314
H -4.32898 1.19576 3.85858 -0.01 0.00 0.00 0.1160
O 0.10706 0.50054 3.22476 1.13 -0.81 -0.17 -0.2025
C 3.43766 0.50183 -3.72696 -0.02 0.00 0.01 0.0233
C 1.46255 0.93812 -2.41727 -0.01 0.00 0.01 -0.1379
C 2.26827 1.27092 -3.51670 0.02 -0.01 0.01 -0.1358
H 0.41855 3.84455 -4.71930 0.00 0.00 0.00 0.1180
H -0.01318 -4.53956 0.15626 -0.03 0.06 0.10 0.1325
C -3.67940 1.34387 3.00634 0.05 -0.05 -0.03 -0.0608
H 3.11646 -2.85554 3.96238 -0.03 -0.02 -0.01 0.1181
C -1.04374 -1.78757 -1.52922 -0.07 0.35 -0.48 -0.1944
C -2.00162 0.50137 1.46595 -0.07 -0.06 -0.17 -0.3519
H 2.48872 2.60385 -5.20178 0.00 0.00 0.00 0.1244
C -2.38057 -3.11309 -0.02279 -0.03 -0.03 -0.03 0.0003
C 0.10331 -3.59345 -0.37374 0.05 -0.01 0.03 -0.1322
H 3.05528 -1.62499 -1.13187 -0.01 0.00 0.00 0.1105
C 1.72935 -3.03084 1.25072 0.34 0.16 -0.01 -0.0475
C 3.73431 -0.52253 -2.87629 0.01 0.01 -0.01 -0.0186
H 2.76086 -0.33508 4.80014 0.16 0.23 -0.09 0.1265
C -2.83465 2.80293 1.30302 -0.06 0.00 0.05 -0.0472
H 1.59930 1.37512 4.02893 -0.32 0.63 0.52 0.1897
O 2.74885 2.08931 2.61673 0.31 -1.13 -0.32 -0.1837
O 0.58819 2.75310 3.01571 -0.33 0.50 0.31 -0.2835
C -3.64677 2.60100 2.37551 0.00 0.08 -0.06 -0.6590
C -1.18645 -2.88945 -0.66029 0.21 0.13 -0.15 -0.2272
C 2.82806 -2.00159 3.37027 0.27 0.24 -0.06 0.0211
C -3.35343 -1.18804 -1.15419 0.03 0.00 0.00 -0.0437
C 2.70870 -0.69400 3.78608 -0.62 -1.48 -0.29 0.0124
C -1.99657 1.76694 0.81256 -0.02 0.03 0.03 -0.1287
C -3.45640 -2.26293 -0.28147 -0.08 -0.04 0.06 -0.0086
H -2.05282 -0.16290 -2.52326 -0.02 0.03 0.02 0.1200
H -2.88734 -0.63798 3.04326 0.00 0.00 -0.01 0.1283
C 1.87587 2.34451 -4.34874 -0.03 0.03 0.00 -0.0089
N 2.19150 -0.76700 1.51014 -0.69 -0.28 0.34 0.0554
H 4.08586 0.74038 -4.56059 0.00 0.00 0.00 0.1305
H -4.39976 -2.44212 0.21941 0.01 -0.01 0.01 0.1259
C 0.30372 1.69599 -2.11375 0.05 0.07 0.05 -0.1746
```
Positions in Å, forces in eV/Å.

A molecular structure, C28H21Cl5GeN2OPd. Source: the Open Molecules 2025 dataset; level of theory: ωB97M-V/def2-TZVPD.

Its expectation value of S² is 3.80. The spin multiplicity is 4. The energy is -5769.84753 Ha. The charge is +1. The lowest unoccupied orbital energy (spin up / spin down) is -2.44 / -5.73 eV. The value obtained for the energy above the lowest of the compared OMol25 structures with the same formula, charge and spin is 3.59 kcal per mole.

```
59
Properties=species:S:1:pos:R:3:forces:R:3:lowdin_charge:R:1
C 2.97462 -0.43844 -4.17156 0.04 -0.02 0.06 -0.0735
Cl 0.07914 4.74084 6.36438 0.00 0.04 0.04 0.7939
Cl -0.74823 5.48817 3.47932 0.00 0.03 -0.01 0.7521
C 4.46545 0.01442 1.61335 -0.02 0.06 -0.04 -0.0816
H -1.54919 2.71278 -3.33005 -0.02 0.00 -0.01 0.0899
Cl 0.74200 1.82596 7.16266 0.01 -0.02 0.02 0.7523
H -0.65730 0.06230 -2.96967 -0.02 0.00 -0.03 0.0734
H -2.28363 3.57685 -1.97366 0.03 0.01 0.02 0.0897
H 3.62563 -2.95706 3.00085 0.00 0.00 0.00 0.1071
C 2.66964 -0.56538 -2.82231 -0.05 0.02 -0.04 -0.0993
C 3.39441 0.16356 0.74403 -0.03 -0.09 0.06 -0.1265
C 0.66935 0.04338 -4.65621 -0.03 0.00 0.02 -0.0808
C -2.66781 -3.65190 0.16819 -0.01 -0.01 0.01 -0.0806
H 1.72961 -2.70864 1.45118 0.00 -0.01 0.01 0.0955
H 3.99325 -0.58174 -4.50805 0.00 0.00 -0.01 0.1084
C 4.54418 -1.10534 2.42964 0.03 0.00 0.03 -0.0803
H -0.92972 2.45368 -1.70421 -0.01 0.00 0.00 0.0486
C -0.41432 3.86218 3.87407 0.03 -0.06 0.07 -0.6989
H -3.48312 -4.34683 0.32238 0.00 0.00 0.00 0.1097
C -0.22534 1.48766 3.25685 -0.01 0.25 -0.15 -0.4119
C -1.01654 -2.14251 1.05262 -0.08 -0.11 -0.05 -0.1580
C -2.08228 -3.01984 1.25130 0.02 0.01 -0.01 -0.0724
H -3.95267 -1.11850 -0.67212 0.01 0.02 0.01 0.1036
H -2.64480 -3.91600 -1.96386 0.00 0.00 0.00 0.1118
Cl 0.52588 -0.42906 4.97798 0.01 -0.02 -0.01 0.8165
C -2.78424 1.50335 -2.07233 -0.04 0.01 -0.07 -0.3916
C 1.97770 -0.13576 -5.08646 0.01 0.01 -0.03 -0.0781
H 5.23847 0.77112 1.65267 0.00 0.00 0.01 0.1058
H -5.40564 -0.23761 -2.83367 0.00 0.02 -0.01 0.1198
C -0.53256 -1.88539 -0.24276 0.15 0.21 0.14 -0.3507
C -0.50548 2.88131 2.93062 0.05 -0.26 -0.08 -0.5645
H 3.45240 -0.81083 -2.11413 0.02 0.00 -0.01 0.0983
H 2.22023 -0.04062 -6.13673 -0.01 0.00 0.00 0.1073
N -3.86388 1.27330 -2.84503 -0.02 -0.08 -0.03 0.1168
H -0.53064 -1.69756 1.91284 0.00 -0.01 0.01 0.0728
O -0.31301 0.57692 2.42023 -0.05 0.00 0.09 -0.1106
C 2.48671 -1.93525 1.49941 0.08 0.07 0.00 -0.1078
C 0.17903 1.18974 4.62093 0.01 0.03 -0.03 -0.5911
C 0.27130 2.18448 5.56292 -0.06 0.16 -0.10 -0.6999
N -2.71890 0.58043 -1.13015 0.07 0.22 0.02 -0.0300
H 3.33406 1.04280 0.11154 0.03 0.01 0.01 0.1007
Ge 0.89361 -0.54568 -0.50833 -0.09 -0.14 -0.08 1.0398
C 3.55765 -2.07869 2.37171 -0.05 -0.04 -0.01 -0.0797
C -1.15741 -2.51852 -1.32768 -0.04 -0.06 0.00 -0.1080
H -0.80353 -2.33753 -2.33501 0.01 0.00 -0.01 0.0976
C 1.35959 -0.38955 -2.37883 -0.04 0.03 -0.03 -0.3256
C 0.36407 -0.07553 -3.30884 0.12 -0.04 -0.01 -0.1414
H -2.43807 -3.21839 2.25419 0.01 0.01 0.00 0.1102
H 5.37976 -1.22196 3.10745 0.00 0.00 0.00 0.1067
C -4.51416 0.15136 -2.37691 0.03 0.05 0.02 -0.0572
H -4.13707 1.82765 -3.63871 0.00 0.00 0.00 0.1684
C -0.02899 3.52144 5.20301 0.02 -0.07 0.00 -0.6648
H -0.10819 0.27299 -5.37437 0.00 0.00 0.01 0.1038
C -2.19622 -3.40626 -1.12051 0.01 0.01 -0.02 -0.0808
Cl -0.92898 3.23838 1.30216 -0.03 -0.10 0.17 0.7676
C -3.79253 -0.26645 -1.30990 -0.01 -0.10 0.05 -0.1116
Pd -1.27320 0.51791 0.41921 -0.09 -0.05 -0.04 0.6376
C -1.83692 2.63008 -2.28185 0.00 0.00 0.02 -0.0134
C 2.39683 -0.81219 0.67621 0.00 0.01 0.02 -0.3349
```
Positions in Å, forces in eV/Å.

A molecular structure, C28H21I2N9OSTi. Source: the Open Molecules 2025 dataset; level of theory: ωB97M-V/def2-TZVPD.

Its expectation value of S² is 2.02. The spin multiplicity is 3. The energy is -3490.78340 Ha. The lowest unoccupied orbital energy (spin up / spin down) is -0.30 / -0.29 eV. The value obtained for the energy above the lowest of the compared OMol25 structures with the same formula, charge and spin is 18.25 kcal per mole.

```
63
Properties=species:S:1:pos:R:3:forces:R:3:lowdin_charge:R:1
H 0.65050 -1.42822 -4.11613 -0.05 0.74 0.36 0.1162
C -2.79883 2.38106 1.19916 0.65 -0.78 -0.64 -0.1238
N -0.62187 -1.79429 -0.34418 1.06 -0.88 -0.44 -0.1823
C -1.53187 1.25515 -2.33500 1.27 0.04 -1.14 -0.1445
C 0.04508 -4.98618 -3.94120 0.38 -0.20 0.14 -0.0887
C -0.04580 0.65581 -4.17184 0.39 -0.95 -0.26 -0.0903
C 3.96748 -0.23098 0.54550 -0.57 0.31 -0.36 -0.0564
N 0.46959 2.60959 -0.19827 0.90 -0.09 0.10 0.1225
H -2.27179 1.89662 -1.83432 0.52 -0.14 -0.34 0.1005
H -3.21351 2.13094 0.22994 -0.07 0.37 -0.10 0.1093
C -0.41251 -0.81311 -2.33507 -0.01 -0.47 -0.53 -0.2360
H 1.31057 -3.96743 -0.42255 0.01 -0.17 -0.69 0.1010
C -1.40183 1.64946 2.84987 0.50 0.60 0.61 -0.1675
H 0.50796 0.88408 -5.08657 -0.49 0.15 0.19 0.0995
N 3.76110 1.07295 0.07050 0.62 -0.46 0.73 0.1159
C -0.25968 -3.73944 -3.41217 -0.11 0.20 -0.07 -0.0492
C 1.39848 -5.42601 -2.02199 0.24 -0.65 -0.12 -0.0943
S -2.80284 -1.27091 1.23319 -0.26 0.03 0.13 0.6403
C -0.39361 0.69291 3.17398 1.59 -0.54 0.19 -0.3685
O -0.05658 -0.10265 2.18063 0.73 0.26 2.72 -0.2608
N 1.76943 0.08167 0.15974 0.69 0.23 0.58 0.1071
H -1.23348 2.47939 -4.05090 0.04 -0.04 -0.13 0.0879
I 1.62292 -0.71113 5.01840 -0.27 0.46 -0.26 0.8621
N 2.40057 3.49138 -0.89143 0.18 0.06 -0.26 0.1149
Ti -0.75280 0.07261 0.40756 -0.56 -0.29 -0.88 0.8535
H 1.18865 -6.82664 -3.66591 -0.08 0.22 0.05 0.0977
H 4.93973 -0.62686 0.73967 0.30 0.01 0.09 0.1055
H 3.37648 3.47308 -1.22549 -1.15 0.35 0.25 0.1707
H -2.95205 4.51553 3.85491 0.12 -0.36 -0.48 0.0507
H -0.74329 4.32251 -0.54605 0.18 0.11 -0.21 0.1046
C -0.23803 -2.02788 -1.61316 -0.55 0.78 1.76 -0.1785
N -1.11224 0.17571 -1.64405 0.04 0.07 -0.52 -0.0565
H 1.56321 5.42365 -1.51309 0.46 0.26 -0.12 0.1023
N -1.94978 -3.57319 2.30091 0.22 -1.23 0.65 0.0640
C 0.24554 3.89631 -0.63561 0.86 -0.33 0.01 -0.1093
C -3.19200 3.48809 1.93020 0.27 0.72 1.49 -0.0307
C -1.08346 2.73952 4.97544 0.21 0.31 0.10 -0.6460
C 1.42720 4.45690 -1.08552 -1.02 -0.67 0.44 -0.0669
C -0.07540 1.84509 5.29785 -0.86 0.05 0.19 -0.2129
H -2.73990 -3.51162 2.94580 0.80 -0.15 -0.54 0.0952
C 2.42213 1.21227 -0.06757 0.39 -2.61 0.35 -0.2966
H -1.27037 -4.35573 2.27496 -1.07 0.80 0.35 0.1181
C 0.25548 0.77603 4.44110 -0.95 -0.10 -1.45 -0.6270
C 1.77296 2.40559 -0.35684 -1.69 2.17 -0.92 -0.2865
H 0.41502 1.91558 6.26580 -0.05 0.06 -0.20 0.0834
H -0.40722 -5.24669 -4.89214 0.16 -0.15 0.04 0.0989
C -0.95601 1.54889 -3.57324 -0.94 0.58 0.87 -0.0965
H 4.45817 1.82710 0.07462 -0.64 -0.77 0.07 0.1656
H -3.83424 4.24028 1.47720 -0.08 -0.30 0.22 0.1096
H 2.47758 -1.81815 0.88765 -0.14 -0.41 0.15 0.1053
C 0.91084 -5.85515 -3.26378 -0.23 0.78 0.31 -0.0841
C 2.73945 -0.82572 0.60646 -0.22 1.45 -0.94 -0.0694
C 1.02487 -4.22110 -1.45539 -0.13 0.66 0.63 -0.0433
C 0.21146 -3.31968 -2.15244 -0.33 -0.47 -0.67 -0.1533
H -0.90679 -3.09404 -4.01311 0.12 -0.13 0.42 0.1156
C -1.76697 2.70580 3.72475 0.33 -0.41 -0.02 -0.2157
C -1.74482 -2.63596 1.37128 1.43 0.73 -1.25 -0.8734
C -2.67065 3.66377 3.22265 -0.51 -0.08 -0.81 -0.0292
H 2.08669 -6.06002 -1.45977 -0.25 0.05 -0.16 0.1008
C 0.12684 -0.60090 -3.61120 -0.15 0.63 -0.23 -0.0311
I -1.58984 4.32579 6.27665 0.30 -0.34 0.08 0.8810
N -1.85671 1.53323 1.59519 -1.30 0.92 -0.08 -0.0210
N -0.65924 -2.77462 0.60440 -1.20 -0.99 0.56 -0.0090
```
Positions in Å, forces in eV/Å.